ORCA calculation (wB97M-V/def2-TZVPD) on a structure of composition C34H86CdF3O12.

CARTESIAN COORDINATES (ANGSTROEM)
Cd  -3.388  -2.207  1.913
C  -1.451  -0.310  1.014
O  -2.441  -0.964  0.184
O  -1.662  -0.930  2.223
C  -0.007  -0.293  0.432
F  0.297  -1.505  -0.063
F  0.169  0.624  -0.506
F  0.915  -0.071  1.383
C  -2.460  -0.645  -1.202
C  -3.679  -1.332  -1.817
H  -3.642  -1.210  -2.901
H  -3.713  -2.409  -1.623
H  -4.598  -0.886  -1.435
H  -1.572  -1.012  -1.721
H  -2.618  0.422  -1.382
H  -1.815  0.721  1.101
C  0.191  1.912  4.464
C  0.811  0.540  4.742
C  1.516  0.499  6.090
O  -0.247  -0.414  4.790
H  -0.373  1.823  3.534
H  1.014  2.614  4.302
H  -0.446  2.258  5.274
H  1.548  0.370  3.949
H  0.829  0.721  6.910
H  2.244  1.310  6.162
H  1.977  -0.471  6.268
H  -0.644  -0.503  3.909
C  -6.008  1.242  0.372
C  -4.915  2.290  0.508
C  -5.491  3.680  0.806
O  -4.004  1.896  1.507
H  -5.533  0.303  0.086
H  -6.832  1.552  -0.270
H  -6.522  1.098  1.330
H  -4.459  2.367  -0.492
H  -4.819  4.374  1.312
H  -6.341  3.565  1.488
H  -5.874  4.192  -0.079
H  -3.265  2.530  1.450
C  -0.976  -4.627  -0.533
C  -2.239  -4.852  0.305
C  -2.430  -6.276  0.764
O  -2.139  -3.927  1.433
H  -0.991  -3.675  -1.066
H  -0.891  -5.405  -1.295
H  -0.016  -4.635  -0.012
H  -3.043  -4.502  -0.345
H  -1.651  -6.610  1.450
H  -2.409  -6.912  -0.121
H  -3.384  -6.436  1.268
H  -1.384  -4.255  1.967
C  1.841  1.653  -3.533
C  3.045  0.733  -3.641
C  3.414  0.384  -5.074
O  4.186  1.347  -3.022
H  0.911  1.165  -3.838
H  1.967  2.527  -4.177
H  1.693  1.994  -2.508
H  2.856  -0.169  -3.043
H  4.248  -0.316  -5.116
H  3.832  1.263  -5.573
H  2.534  0.059  -5.632
H  4.414  0.765  -2.280
C  -1.511  -3.528  -4.215
C  -0.411  -2.739  -4.878
C  0.604  -2.288  -3.827
O  0.173  -3.604  -5.842
H  -2.044  -2.898  -3.494
H  -1.131  -4.415  -3.709
H  -2.324  -3.862  -4.863
H  -0.784  -1.871  -5.435
H  1.621  -2.218  -4.223
H  0.675  -3.052  -3.047
H  0.404  -1.321  -3.361
H  0.990  -3.253  -6.207
C  5.910  -2.205  -0.222
C  4.867  -1.261  -0.815
C  3.559  -1.330  -0.044
O  5.347  0.090  -0.814
H  5.575  -3.233  -0.368
H  6.087  -2.039  0.844
H  6.868  -2.055  -0.721
H  4.756  -1.553  -1.861
H  3.074  -2.307  -0.025
H  2.835  -0.651  -0.502
H  3.669  -0.994  0.989
H  5.621  0.299  0.088
C  1.030  -3.540  5.098
C  0.720  -3.303  3.630
C  1.931  -2.799  2.892
O  0.257  -4.540  3.040
H  1.956  -4.099  5.260
H  0.258  -4.116  5.612
H  1.108  -2.593  5.633
H  -0.096  -2.591  3.524
H  2.080  -1.729  3.030
H  1.894  -2.995  1.819
H  2.824  -3.314  3.259
H  0.965  -5.192  3.093
C  0.244  4.171  -0.139
C  -0.577  3.792  1.115
C  -0.414  4.739  2.288
O  -1.966  3.774  0.689
H  -0.198  3.681  -1.003
H  1.264  3.802  0.010
H  0.274  5.245  -0.325
H  -0.402  2.757  1.415
H  0.468  4.528  2.894
H  -1.226  4.520  2.990
H  -0.427  5.803  2.056
H  -2.212  4.692  0.512
C  -4.460  1.906  -3.446
C  -3.199  1.922  -4.283
C  -1.945  2.159  -3.450
O  -3.097  0.636  -4.910
H  -5.332  1.899  -4.104
H  -4.552  2.829  -2.860
H  -4.601  1.154  -2.666
H  -3.273  2.650  -5.094
H  -1.637  1.298  -2.856
H  -2.091  2.954  -2.712
H  -1.138  2.473  -4.114
H  -2.649  0.692  -5.757
C  3.502  2.219  1.957
C  4.199  3.508  1.582
C  3.662  4.660  2.416
O  5.595  3.388  1.920
H  3.786  2.021  2.997
H  3.799  1.329  1.403
H  2.420  2.342  1.912
H  4.111  3.714  0.510
H  4.108  5.619  2.161
H  3.876  4.408  3.456
H  2.574  4.753  2.316
H  6.080  4.029  1.392

As for the charge: +1. The calculation puts the frontier orbital gap at 5.422 eV. The energy relative to the best compared isomer or geometry (same formula, charge and spin) comes out at 12.9 kcal per mole.